# C2H11N2O2

3 unconnected molecules or ions with the total composition C2H11N2O2 (ωB97M-V/def2-TZVPD, the OMol25 dataset).

Structure (XYZ):
```
17
C2H11N2O2 ωB97M-V/def2-TZVPD
C -0.790 -1.612 -0.303
N 2.007 0.368 -1.426
C 0.782 0.147 -1.005
N 0.468 -0.901 -0.286
H -1.099 -1.998 -1.275
H -0.697 -2.485 0.340
H -1.665 -1.064 0.049
H 2.186 1.297 -1.779
H 2.822 -0.142 -1.180
H -0.064 0.751 -1.299
H 1.216 -1.363 0.205
H -1.764 2.221 -0.146
H -2.733 1.336 -0.951
O -2.130 1.332 -0.197
H 0.762 1.454 3.096
H 0.035 0.110 3.368
O 0.662 0.550 2.789
```

Values from the calculation:
- E: -342.5544 hartree
- LUMO: -3.49 eV
- Maximum force: 2.12 eV/A
- Gap between HOMO and LUMO: 11.22 eV
- Energy above the lowest of the compared OMol25 structures with the same formula, charge and spin: 0.926 eV
- Net charge: +1

Atomic partial charges in e from the Mulliken method, atoms 1 to 2: atom 1 (C): -0.883, atom 2 (N): -0.330